Entry 1:
Here is 2 unconnected molecules or ions with the total composition C3H4O3 at a distorted geometry from the Open Molecules 2025 dataset. Energies are from wB97M-V/def2-TZVPD.

```
10
Properties=species:S:1:pos:R:3:mulliken_charge:R:1
C 1.39779 0.40848 -1.98170 0.339
C 0.63288 0.37035 -0.82184 0.887
C 0.50257 -0.42469 0.40374 -0.939
O 1.55100 0.21440 -3.13963 -0.462
O 1.73001 1.31576 -1.02915 -0.345
O -1.09050 1.16193 -1.25985 -0.646
H -0.25601 -1.25630 0.14886 0.257
H 0.07747 0.07811 1.23514 0.306
H 1.50507 -0.85089 0.56116 0.337
H -1.12525 1.73639 -1.99658 0.266
```

Results
maximum force: 0.104 hartree/bohr
HOMO-LUMO gap (alpha / beta): 10.42 / 10.42 eV
energy relative to the best compared isomer or geometry (same formula, charge and spin): 4.249 eV

Entry 2:
Here is a single C6H13NO molecule at a distorted geometry from the Open Molecules 2025 dataset. Energies are from wB97M-V/def2-TZVPD.

```
21
Properties=species:S:1:pos:R:3:mulliken_charge:R:1
C 0.77067 1.63044 -0.53136 -1.439
C 0.56575 0.19628 -0.13819 -0.036
C 1.54457 -0.72944 -0.18413 -0.246
N 2.86561 -0.51013 -0.51967 -0.524
C -0.81068 -0.30531 0.14181 1.793
C -0.95521 -0.75715 1.59759 -1.403
C -1.93396 0.66051 -0.22143 -1.893
O -0.88935 -1.57807 -0.75369 -0.601
H 0.38056 2.29597 0.23480 0.280
H 1.82176 1.87695 -0.65917 0.462
H 0.25571 1.86936 -1.46759 0.239
H 1.34308 -1.74132 0.14100 0.343
H 3.34647 -1.31050 -0.90750 0.246
H 3.06047 0.34332 -1.02402 0.172
H -1.96407 -1.10888 1.79091 0.418
H -0.26100 -1.56765 1.82177 0.342
H -0.74220 0.08031 2.25816 0.326
H -2.89479 0.18801 -0.02690 0.458
H -1.88596 0.92262 -1.27506 0.418
H -1.87706 1.56919 0.37112 0.340
H -1.74038 -2.02452 -0.64847 0.307
```

Results
maximum force: 0.040 hartree/bohr
HOMO-LUMO gap: 8.56 eV
energy relative to the best compared isomer or geometry (same formula, charge and spin): 1.365 eV

Entry 3:
Here is 3 unconnected molecules or ions with the total composition C31H60BrN6O7S at a distorted geometry from the Open Molecules 2025 dataset. Energies are from wB97M-V/def2-TZVPD.

```
106
Properties=species:S:1:pos:R:3:mulliken_charge:R:1
C 1.48557 4.01133 -3.73086 -0.112
C 1.19410 4.13101 -2.54959 -0.459
C 0.37958 4.03220 -1.19875 0.161
C -0.13490 2.56736 -0.89967 0.106
C -0.82284 1.88243 -2.18199 -0.285
N -1.21991 0.48033 -1.80888 0.545
C -0.29449 -0.44106 -1.67090 -2.616
N 1.07998 -0.11679 -1.87431 0.256
C 1.49348 -0.10381 -3.31696 -0.988
N -0.65884 -1.78723 -1.26636 1.810
C -0.34835 -2.82422 -2.30231 -1.040
C 1.12900 -3.40094 -2.28376 -0.144
C 1.27382 -4.31186 -3.60436 -0.821
C 1.20152 -3.47622 -4.95482 -0.392
S -0.15438 -4.04527 -6.10130 1.170
O -0.47491 -2.85681 -6.91966 -0.642
O 0.30129 -5.09949 -7.01124 -0.596
O -1.53048 -4.40599 -5.25965 -0.469
C -0.17298 -2.12758 0.05173 1.041
C -0.32466 -3.48830 0.64728 -0.738
C 0.19552 -3.75216 1.99008 -0.443
N 0.81864 -2.92193 2.91277 -0.405
C 0.89722 -1.66888 2.33157 -0.588
C 0.48990 -1.18879 1.00523 -0.298
C -2.67911 0.20178 -1.57153 -0.169
Br -3.41998 -1.11545 -2.86195 -0.040
C -2.98722 -0.14792 -0.03514 -0.134
C -3.50319 -1.62474 0.22894 -1.225
H 1.75705 3.78390 -4.79457 0.368
H -0.47243 4.78794 -1.23893 -0.483
H 1.09670 4.42049 -0.40323 0.512
H 0.61915 1.89787 -0.40148 0.133
H -0.98931 2.68361 -0.14957 0.254
H -1.72786 2.53184 -2.39889 -0.165
H -0.17561 1.92728 -3.10052 0.328
H 1.70112 -0.66998 -1.27971 0.649
H 2.36873 -0.80687 -3.42186 0.401
H 0.59742 -0.44280 -3.92448 0.391
H 1.83960 0.91622 -3.65343 0.287
H -1.05784 -3.69528 -2.10754 0.304
H -0.66928 -2.40973 -3.30972 0.449
H 1.94551 -2.62750 -2.23186 0.175
H 1.32530 -4.11883 -1.42226 0.409
H 2.21256 -4.93941 -3.58542 0.398
H 0.36587 -4.99955 -3.58931 0.291
H 1.02665 -2.37362 -4.82551 -0.011
H 2.15187 -3.59262 -5.56724 0.451
H -1.53137 -5.37024 -5.07207 0.372
H -0.83351 -4.30496 0.06589 0.307
H 0.07358 -4.82174 2.35478 0.335
H 1.36076 -0.88351 3.01020 0.334
H 0.67403 -0.11847 0.70948 0.043
H -3.23784 1.16655 -1.78505 0.465
H -3.68955 0.61352 0.43135 0.476
H -1.99584 -0.00922 0.51364 0.126
H -3.31352 -1.83556 1.33393 0.360
H -2.95533 -2.42558 -0.33561 0.248
H -4.62132 -1.63598 0.06672 0.395
C 6.96270 -5.71920 7.28227 -0.698
O 5.57012 -5.80962 7.53971 -0.337
C 4.97239 -4.56146 7.88525 -0.819
C 4.07168 -4.05750 6.76053 -0.157
N 4.85341 -3.63214 5.60102 -0.343
C 4.05791 -3.40028 4.39512 -0.740
C 3.27199 -4.58432 3.81502 0.066
O 4.08791 -5.61019 3.26190 -0.463
C 4.60195 -6.53691 4.20688 -0.551
H 7.36111 -6.73337 7.23362 0.235
H 7.15763 -5.22850 6.32485 0.297
H 7.47977 -5.18560 8.08621 0.335
H 5.71481 -3.81258 8.17703 0.414
H 4.34336 -4.75446 8.76187 0.398
H 3.48300 -3.20944 7.12591 0.358
H 3.38286 -4.86891 6.50201 0.153
H 5.54566 -4.34055 5.39220 0.121
H 4.75443 -3.05280 3.62619 0.363
H 3.36295 -2.57465 4.59196 0.320
H 2.68686 -4.19695 2.98122 -0.028
H 2.54636 -5.00106 4.52096 0.318
H 3.91037 -6.71274 5.03486 0.278
H 5.57029 -6.19561 4.58000 0.159
H 4.76990 -7.48524 3.69250 0.314
C -4.07258 10.15211 -0.70619 -0.705
O -4.72199 9.08111 -0.03749 -0.330
C -5.91713 8.64670 -0.68438 -0.823
C -5.72359 7.27329 -1.32130 -0.121
N -4.83771 7.34404 -2.48221 -0.306
C -4.38844 6.04241 -2.97246 -1.058
C -3.57129 5.16092 -2.01709 -0.072
O -2.27397 5.66652 -1.72080 -0.475
C -2.24117 6.64959 -0.69226 -0.519
H -3.30263 10.54495 -0.04100 0.232
H -3.58912 9.81044 -1.62552 0.299
H -4.77469 10.96036 -0.93323 0.340
H -6.28856 9.38008 -1.40604 0.403
H -6.67489 8.55153 0.10160 0.398
H -6.69709 6.88430 -1.63713 0.387
H -5.32010 6.60721 -0.55050 0.134
H -4.02064 7.89068 -2.24057 0.069
H -3.77336 6.23813 -3.85528 0.442
H -5.26489 5.47892 -3.31426 0.410
H -3.40340 4.20725 -2.53070 0.088
H -4.11179 4.91405 -1.09762 0.375
H -2.99939 6.47387 0.07468 0.283
H -2.35228 7.64633 -1.12234 0.052
H -1.25742 6.61056 -0.21833 0.417
```

Results
maximum force: 0.110 hartree/bohr
HOMO-LUMO gap: 6.04 eV
charge: +1

Entry 4:
Here is a single C4H6ClNOS molecule at a distorted geometry from the Open Molecules 2025 dataset. Energies are from wB97M-V/def2-TZVPD.

```
14
Properties=species:S:1:pos:R:3:mulliken_charge:R:1
C -2.11941 -0.05614 -1.09347 -0.655
O -0.87591 -0.73904 -1.07811 -0.281
C -0.41002 -0.63496 0.27685 0.120
N -0.13824 0.64755 0.68282 -0.448
C 1.05011 0.97361 0.75189 -0.299
C 2.09659 -0.10340 0.53452 0.037
Cl 3.24566 0.45613 -0.81397 -0.196
S 1.28171 -1.58606 0.29220 -0.190
H -2.51007 -0.17353 -2.17079 0.234
H -1.94121 1.00727 -0.72247 0.308
H -2.96942 -0.50236 -0.32167 0.233
H -0.99639 -1.03183 1.10316 0.472
H 1.52651 1.91962 1.09319 0.345
H 2.76007 -0.17685 1.46585 0.320
```

Results
maximum force: 0.065 hartree/bohr
HOMO-LUMO gap: 9.75 eV
energy relative to the best compared isomer or geometry (same formula, charge and spin): 2.334 eV

Entry 5:
Here is 2 unconnected molecules or ions with the total composition C5H10BNO3 at a distorted geometry from the Open Molecules 2025 dataset. Energies are from wB97M-V/def2-TZVPD.

```
20
Properties=species:S:1:pos:R:3:mulliken_charge:R:1
C 2.06225 -0.11276 -0.14692 -1.365
C 0.72325 0.27232 -0.69596 0.419
N 0.65211 1.59301 -1.05091 -0.380
C -0.39833 -0.41628 -0.72405 -0.632
B -0.69738 -1.91022 -0.46239 0.558
O -2.02018 -2.38613 -0.75528 -0.644
O 0.14391 -2.77269 0.03742 -0.523
H 1.93966 -0.97268 0.34592 0.407
H 2.45032 0.73279 0.55988 0.285
H 2.79227 -0.47459 -0.81080 0.331
H 1.36847 2.29782 -0.98750 0.181
H -0.16252 2.06066 -1.31102 0.153
H -1.00401 0.03652 -1.45136 0.564
H -2.50095 -1.67778 -1.14480 0.315
H -0.20922 -3.64261 0.17788 0.293
C -2.38724 1.45465 1.70084 -0.959
C -2.74447 0.96116 0.56222 0.889
O -3.09757 0.51263 -0.47500 -0.417
H -2.53066 2.50637 1.98500 0.260
H -1.74377 0.91449 2.37816 0.264
```

Results
maximum force: 0.083 hartree/bohr
HOMO-LUMO gap: 8.76 eV
energy relative to the best compared isomer or geometry (same formula, charge and spin): 1.325 eV

Entry 6:
Here is a single C6H13N molecule at a distorted geometry from the Open Molecules 2025 dataset. Energies are from wB97M-V/def2-TZVPD.

```
20
Properties=species:S:1:pos:R:3:mulliken_charge:R:1
C -1.36562 1.71867 0.36969 -1.619
C -0.65488 0.40442 0.54157 0.511
N -0.89988 -0.55475 -0.49239 -0.504
C -1.21174 -1.92594 -0.02857 -0.839
C 0.57082 0.09615 -0.19339 0.921
C 1.61182 -0.91486 0.24696 -1.509
C 1.25852 1.18649 -0.99460 -1.350
H -2.39402 1.62132 0.72624 0.368
H -0.86429 2.50238 0.94276 0.304
H -1.41141 2.00907 -0.68506 0.406
H -0.67233 0.02093 1.56048 0.385
H -0.56168 -2.64312 -0.53100 0.288
H -1.11660 -2.08603 1.06002 0.292
H -2.24608 -2.21695 -0.28639 0.277
H 2.62898 -0.52476 0.40338 0.418
H 1.31161 -1.45810 1.14168 0.372
H 1.67784 -1.61706 -0.58800 0.330
H 0.64332 2.00348 -1.39459 0.295
H 2.00070 0.84430 -1.75976 0.283
H 1.69493 1.53434 -0.03905 0.374
```

Results
maximum force: 0.041 hartree/bohr
HOMO-LUMO gap: 9.65 eV
energy relative to the best compared isomer or geometry (same formula, charge and spin): 1.822 eV

Entry 7:
Here is 2 unconnected molecules or ions with the total composition C4H6Cl3P at a distorted geometry from the Open Molecules 2025 dataset. Energies are from wB97M-V/def2-TZVPD.

```
14
Properties=species:S:1:pos:R:3:mulliken_charge:R:1
Cl -0.17678 0.16648 -5.12558 -0.177
P 0.46225 -1.57731 -4.45357 0.088
C 1.96059 -1.28087 -3.68626 0.345
Cl 2.62865 -2.61603 -2.87523 -0.146
Cl 2.73805 0.20626 -3.39259 -0.125
C 0.71860 -0.90747 0.73388 -0.823
C -0.18517 -0.26490 0.02926 0.043
C 0.09716 1.17760 -0.51210 -0.982
H 1.65121 -0.61768 1.14367 0.270
H 0.56772 -1.99093 0.92896 0.215
H -1.14436 -0.61310 -0.00571 0.427
H -0.76359 1.70009 -0.34900 0.349
H 0.94260 1.55256 0.05458 0.308
H 0.25805 1.18914 -1.53440 0.207
```

Results
maximum force: 0.085 hartree/bohr
HOMO-LUMO gap: 8.55 eV
energy relative to the best compared isomer or geometry (same formula, charge and spin): 1.513 eV

Entry 8:
Here is a single C24H35N3O5S molecule at a distorted geometry from the Open Molecules 2025 dataset. Energies are from wB97M-V/def2-TZVPD.

```
68
Properties=species:S:1:pos:R:3:mulliken_charge:R:1
C 2.58745 -0.31113 -0.18350 -1.151
C 3.29020 0.85980 0.49718 0.513
C 2.62073 2.17898 0.10708 -1.262
O 3.21147 0.61341 1.89131 -0.317
C 4.09761 1.35246 2.69725 -0.488
C 3.86531 0.96589 4.15649 -0.622
C 2.55588 1.53533 4.70986 -1.031
N 1.40569 1.00791 4.02381 0.057
C 0.50209 0.22552 4.62531 0.496
O 0.50258 -0.03811 5.82013 -0.790
C -0.56103 -0.32490 3.72137 -0.766
C -1.42960 -1.20179 4.29394 0.030
N -2.43366 -1.83509 3.65702 0.133
C -3.29396 -2.73483 4.39008 -1.194
C -2.61697 -1.62625 2.30961 0.279
C -3.60851 -2.30313 1.58143 -0.703
C -3.75398 -2.08402 0.22930 -0.982
C -2.92574 -1.17985 -0.42147 -0.151
S -3.10676 -0.86061 -2.17626 1.539
O -3.70095 0.43335 -2.34104 -0.745
O -3.77099 -1.98817 -2.77258 -0.740
N -1.49966 -0.77952 -2.62052 0.499
C -0.91557 -2.09225 -2.75555 -1.170
C -1.13365 0.26607 -3.56053 -0.388
C 0.29138 0.76333 -3.31255 -0.160
C 0.57526 1.96491 -4.20993 -0.901
C 0.38642 1.59343 -5.67821 -0.725
C -1.02587 1.06867 -5.92303 -0.701
C -1.31156 -0.13317 -5.02672 -0.974
C -1.96031 -0.49721 0.27156 -0.228
C -1.77958 -0.71306 1.63863 -0.057
C -0.69834 0.01803 2.32253 1.269
O -0.00519 0.82933 1.71353 -0.710
H 2.66232 -0.21931 -1.26315 0.411
H 3.03735 -1.24941 0.13003 0.446
H 1.54131 -0.31024 0.10920 -0.057
H 4.35383 0.88153 0.19899 0.426
H 2.63031 2.29073 -0.97383 0.356
H 1.59228 2.16914 0.45840 0.178
H 3.13743 3.03070 0.54340 0.417
H 5.13793 1.12618 2.40790 0.339
H 3.94152 2.43401 2.57223 0.250
H 3.84185 -0.12211 4.22578 0.275
H 4.69499 1.33907 4.75810 0.430
H 2.44965 1.27270 5.76591 0.487
H 2.56245 2.62750 4.61326 0.316
H 1.37911 1.09510 3.01080 0.189
H -1.30354 -1.41090 5.34862 0.436
H -3.20657 -3.75280 4.00498 0.371
H -3.00190 -2.73315 5.43761 0.331
H -4.33449 -2.41345 4.31752 0.375
H -4.26182 -3.00690 2.06986 0.448
H -4.49933 -2.60830 -0.34748 0.546
H 0.16386 -2.00426 -2.85626 0.303
H -1.32743 -2.64496 -3.60512 0.306
H -1.14067 -2.64694 -1.84512 0.414
H -1.83162 1.07843 -3.33531 0.524
H 0.40651 1.03503 -2.26254 -0.096
H 1.00580 -0.03095 -3.53983 0.324
H 1.59576 2.31716 -4.04395 0.352
H -0.10664 2.77702 -3.95078 0.387
H 0.57195 2.46589 -6.30773 0.376
H 1.11149 0.82343 -5.95300 0.312
H -1.74932 1.85731 -5.70726 0.326
H -1.14057 0.78464 -6.97109 0.363
H -0.62228 -0.94347 -5.27585 0.341
H -2.33264 -0.49017 -5.17743 0.315
H -1.31908 0.20844 -0.23239 0.625
```

Results
maximum force: 0.023 hartree/bohr
HOMO-LUMO gap: 8.67 eV
energy relative to the best compared isomer or geometry (same formula, charge and spin): 0.174 eV

Entry 9:
Here is 2 unconnected molecules or ions with the total composition C5H11NO at a distorted geometry from the Open Molecules 2025 dataset. Energies are from wB97M-V/def2-TZVPD.

```
18
Properties=species:S:1:pos:R:3:mulliken_charge:R:1
C -3.14807 -1.52917 0.81808 -0.729
C -1.85320 -1.24750 0.91683 -0.101
C -0.85078 -1.18451 -0.17114 -0.593
C 0.44057 -0.87229 0.08171 0.851
C 1.53466 -1.40637 -0.77958 -1.329
N 0.73456 -0.03103 1.17831 -0.668
H -3.74705 -0.92267 1.49153 0.201
H -3.74563 -2.11814 0.13644 0.287
H -1.55987 -0.58024 1.72161 0.183
H -1.21300 -1.79189 -0.99416 0.320
H 1.40965 -2.40178 -1.17661 0.347
H 2.48624 -1.23502 -0.26370 0.370
H 1.68230 -0.69429 -1.60420 0.309
H 1.60699 0.45842 0.97653 0.279
H 0.11426 0.77303 1.18137 0.274
O 2.33136 5.02382 -1.47351 -0.630
H 1.38146 5.19877 -1.41511 0.319
H 2.39555 4.56087 -0.62440 0.310
```

Results
maximum force: 0.063 hartree/bohr
HOMO-LUMO gap: 7.91 eV
energy relative to the best compared isomer or geometry (same formula, charge and spin): 2.982 eV

Which of these has the lowest maximum force? C24H35N3O5S